[1]
The following is a DFT calculation (wB97M-V/def2-TZVPD) of a cluster of 9 separate species, C8H36N17O8 in total.

Structure (XYZ):
```
69
Properties=species:S:1:pos:R:3:forces:R:3
N -0.700897 -0.519630 -0.089391 0.31 1.29 -1.20
H -0.059251 -0.632146 0.691147 -0.32 -0.77 0.44
H -0.661156 -1.290769 -0.789433 0.14 -0.03 0.85
H -0.304050 0.292102 -0.592340 -0.24 0.18 -0.06
H -1.685565 -0.323487 0.222702 1.03 -0.18 -0.09
C -0.523526 -2.167427 3.317477 -0.59 1.60 -1.43
O 0.120469 -1.604769 2.418507 0.68 -0.78 0.82
N -0.052286 -2.889695 4.338085 1.29 -0.30 0.22
N -1.866285 -1.986998 3.318737 -0.51 -0.62 0.63
H -0.630139 -3.422121 4.959917 -0.08 0.03 -0.04
H 0.948174 -2.975190 4.423766 -0.07 -0.07 -0.01
H -2.268797 -1.447124 2.564963 0.01 0.04 0.21
H -2.330916 -2.220377 4.179597 -0.59 0.17 -0.35
C -2.608903 3.887939 -1.281311 1.92 2.00 -1.49
O -1.715557 4.746197 -1.399711 -0.34 -0.89 0.64
N -2.369793 2.587410 -1.571167 -0.22 -1.15 0.09
N -3.856282 4.278657 -1.021195 -1.87 -0.52 0.64
H -3.091781 2.001804 -1.956375 -0.17 0.21 0.12
H -1.447650 2.359258 -1.914570 0.18 0.12 0.23
H -4.566655 3.616054 -0.758016 0.09 0.00 -0.06
H -4.063893 5.237697 -0.807677 0.42 0.07 -0.06
C -4.112252 0.056568 1.451887 2.15 1.11 -1.99
O -2.906637 -0.084951 1.130274 -1.57 -0.59 1.22
N -5.053305 0.159271 0.502967 -1.38 0.07 0.76
N -4.489435 0.284987 2.705146 0.10 -0.42 0.92
H -4.869592 0.221049 -0.479209 0.27 -0.04 0.07
H -5.939234 0.460341 0.875943 -0.32 -0.13 -0.78
H -3.798462 0.084789 3.409551 -0.18 0.33 0.16
H -5.406009 0.608072 2.954739 0.01 -0.18 0.16
C 2.604453 -1.520643 -3.026056 2.82 -0.84 -0.65
O 3.451770 -0.769079 -3.515875 -0.70 0.39 0.29
N 2.966755 -2.681437 -2.402974 -1.07 -0.53 0.47
N 1.287711 -1.364172 -3.139211 -1.41 0.35 -0.20
H 3.885823 -3.059149 -2.276115 0.27 0.70 -0.12
H 2.221760 -3.226688 -2.003398 0.18 -0.09 0.11
H 0.644230 -2.051137 -2.749943 0.24 0.62 -0.24
H 0.960322 -0.656895 -3.773928 0.03 0.02 0.14
C -1.354864 -3.512123 -1.895025 1.97 0.95 0.27
O -0.503048 -2.628822 -1.622446 -0.97 -1.41 -0.33
N -2.011185 -3.515060 -3.075542 0.21 0.00 1.63
N -1.582643 -4.552079 -1.089444 -1.18 -0.60 -0.24
H -2.716665 -4.226636 -3.103517 -0.17 0.24 -1.47
H -1.613446 -2.898880 -3.761948 -0.70 -0.25 -0.52
H -2.315660 -5.160072 -1.411830 0.19 -0.48 0.49
H -1.123028 -4.770836 -0.224599 0.17 0.49 -0.01
C 4.658049 -0.890087 0.497014 1.74 0.82 1.21
O 4.421682 -2.048628 0.822410 -0.52 1.01 -0.60
N 3.839433 0.151482 0.212596 -1.80 -1.52 -0.19
N 5.931781 -0.348716 0.574956 0.50 -1.90 0.16
H 4.259951 0.967530 -0.172220 -0.59 0.48 0.10
H 2.878787 0.031636 0.488451 -0.01 0.58 -0.47
H 6.154996 0.529378 0.155226 0.32 0.02 0.01
H 6.634714 -1.049007 0.757690 0.29 0.44 -0.29
C 1.258091 2.450592 -2.113535 -0.73 0.53 -1.42
O 0.597648 1.628367 -1.451180 0.47 -0.10 0.05
N 0.865726 3.734267 -2.209826 0.22 0.09 0.40
N 2.272221 2.116692 -2.957371 -0.23 -1.53 0.99
H 1.346928 4.302293 -2.882344 -0.29 0.35 0.11
H -0.009317 4.032623 -1.778916 0.18 0.35 -0.10
H 2.827704 2.737731 -3.512962 -0.11 0.20 0.12
H 2.486876 1.124709 -2.976017 0.54 0.11 -0.22
C 2.306160 1.960280 3.130429 0.51 -2.00 2.52
O 3.328494 1.371081 3.477726 -0.38 0.20 -0.90
N 2.279119 3.288060 2.991401 0.96 1.33 -0.67
N 1.076623 1.357622 3.142358 0.08 0.81 -0.57
H 3.186857 3.663117 3.221641 -0.32 0.51 -0.12
H 1.460014 3.865350 2.983806 0.03 -0.03 0.06
H 0.408944 1.947377 2.672860 -0.70 -0.90 -0.04
H 1.035901 0.352447 3.192646 -0.23 0.02 -0.39
```
Positions in Å, forces in eV/Å.

Properties
HOMO-LUMO gap in eV: 8.325
Total charge: +1

The net atomic charges from Mulliken, expressed in e, are: N 0.16; H 0.28; H 0.29; H 0.39; H 0.55; C 0.49; O -0.56; N -0.42; N -0.30; H 0.17; H 0.28; H 0.14; H 0.19; C 0.70; O -0.76; N -0.14; N -0.40; H 0.24; H -0.09; H 0.15; H 0.25; C 0.63; O -0.81; N -0.40; N -0.39; H 0.21; H 0.17; H 0.21; H 0.18; C 0.58; O -0.75; N -0.27; N -0.17; H 0.21; H 0.08; H 0.25; H 0.19; C 0.73; O -0.98; N -0.40; N -0.40; H 0.16; H 0.26; H 0.14; H 0.23; C 0.78; O -0.66; N -0.10; N -0.49; H 0.15; H -0.08; H 0.16; H 0.23; C 0.71; O -0.92; N -0.31; N -0.32; H 0.16; H 0.18; H 0.17; H 0.08; C 0.61; O -0.66; N -0.41; N -0.35; H 0.26; H 0.18; H 0.17; H 0.21

---

[2]
The following is a DFT calculation (wB97M-V/def2-TZVPD) of a structure of composition C8H38Hf2NO20S2.

Structure (XYZ):
```
71
Properties=species:S:1:pos:R:3:forces:R:3
Hf -0.545328 2.922851 -1.352750 -0.69 -7.20 0.14
Hf 1.392702 0.552320 3.278895 -3.79 2.48 -7.72
C 0.975668 1.474102 -5.184956 -1.50 1.11 1.01
C 0.627327 0.756063 -3.874305 0.68 -1.73 -2.08
O 0.328294 1.512147 -2.744679 -1.49 4.38 2.91
H 0.099003 2.098296 -5.402662 0.18 0.27 -0.15
H 0.977551 0.773593 -6.015839 0.64 -0.13 0.12
H 1.834090 2.132520 -5.079107 0.24 -0.27 -0.34
H 1.462458 0.062968 -3.706653 0.10 0.27 0.73
H -0.166784 0.059784 -4.174035 -0.51 0.26 0.66
S -1.355873 1.183103 0.994359 -0.89 1.07 -2.08
O -0.994582 0.870648 -0.414519 0.70 -1.16 -0.95
O -1.464460 2.636400 0.786697 0.42 2.33 0.76
O -2.614466 0.617648 1.409355 1.31 -0.08 0.19
O -0.275669 0.827309 1.938259 1.16 -0.46 1.17
S 2.171119 2.344637 0.963570 1.41 1.64 1.00
O 1.083316 2.529839 -0.030687 -0.89 0.07 -1.36
O 3.279044 3.140667 0.609243 -0.14 -0.12 0.15
O 1.524062 2.613379 2.305489 -0.51 -0.12 2.70
O 2.542196 0.943709 1.315574 -0.33 -2.58 0.74
C 5.016547 -3.722414 -0.095197 0.33 0.03 -0.11
O 4.141479 -2.899218 -0.847110 -0.55 0.05 -0.13
C 4.086483 -1.546138 -0.459217 -0.41 -0.53 -0.66
C 3.096982 -0.748191 -1.322419 0.95 0.40 0.28
N 1.684793 -0.865315 -0.930285 0.34 -0.84 0.73
C 1.152178 -2.197038 -1.282775 -0.11 -0.24 -0.63
C -0.330674 -2.314662 -0.994817 0.04 0.10 -0.01
O -0.853249 -3.523100 -1.477828 -0.06 -0.07 -0.18
C -0.379781 -4.672090 -0.786625 -0.13 -0.08 0.57
H 5.996927 -3.249763 0.002738 0.06 -0.05 -0.01
H 5.119737 -4.655229 -0.643274 0.05 0.06 -0.06
H 4.650572 -3.978902 0.905288 -0.24 0.27 0.03
H 5.068820 -1.083807 -0.584519 0.10 0.03 0.29
H 3.742820 -1.487827 0.582448 0.28 0.24 0.19
H 3.222531 -0.907914 -2.397732 0.09 -0.57 0.08
H 3.442083 0.283896 -1.200600 -0.42 0.15 0.19
H 1.206562 -0.157345 -1.483083 -0.44 -0.05 0.37
H 1.682880 -2.984331 -0.745866 0.29 0.27 0.06
H 1.305071 -2.415733 -2.345300 0.06 0.02 -0.01
H -0.856135 -1.487610 -1.478208 -0.15 -0.19 -0.19
H -0.515898 -2.180464 0.083483 -0.12 -0.24 0.11
H 0.682517 -4.879714 -0.931655 0.09 0.30 0.06
H -0.878859 -5.589069 -1.091924 -0.39 0.37 -0.43
H -0.629978 -4.538751 0.272896 0.32 -0.11 0.16
O 1.341388 -1.249817 1.756270 0.31 0.18 2.36
H 1.265481 -2.206546 1.900085 -0.04 0.03 0.20
H 1.515275 -1.137383 0.740581 0.13 1.18 -1.15
O -3.896635 2.085739 3.236843 0.38 0.02 -0.06
H -4.816929 1.803474 3.178852 -0.05 0.10 0.14
H -3.420419 1.560225 2.567525 -0.57 0.19 0.41
O -2.498830 1.995915 -2.354211 0.33 0.25 -0.15
H -3.053571 1.351348 -1.888219 0.09 0.08 0.21
H -2.747962 1.919305 -3.287502 0.23 0.04 -0.06
O -0.582599 -0.570710 4.053421 1.09 -0.07 0.51
H -1.166543 -0.303917 4.780656 0.06 -0.06 0.07
H -0.901064 -1.453734 3.786653 0.03 0.06 -0.31
O 0.014969 2.191051 4.463693 0.97 -0.93 0.27
H -0.891412 2.080646 4.795527 -0.07 -0.03 -0.18
H 0.411059 2.865157 5.043475 0.01 0.17 -0.19
O -3.307502 4.521785 1.882076 0.12 -0.02 -0.57
H -2.389717 4.652663 2.139174 -0.05 0.15 0.15
H -3.608428 3.765429 2.420985 -0.14 0.02 -0.05
O -5.178242 0.069000 0.671145 0.22 0.25 0.00
H -5.762499 0.015033 1.434291 -0.15 -0.17 -0.13
H -4.302916 0.268856 1.026417 -0.62 -0.17 -0.13
O -2.846451 -2.067667 1.554102 0.50 0.14 0.07
H -3.238410 -2.490698 0.781311 -0.08 -0.12 0.10
H -2.729715 -1.139085 1.306246 -0.30 -0.60 0.04
O -2.658006 4.207563 -0.900677 1.06 0.07 -0.04
H -3.245165 4.718662 -1.476192 0.14 -0.01 -0.14
H -3.039235 4.296451 0.017801 0.35 -0.09 0.34
```
Positions in Å, forces in eV/Å.

Properties
HOMO-LUMO gap in eV: 4.172
Total charge: +3

The net atomic charges from Mulliken, expressed in e, are: Hf 1.46; Hf 1.34; C -1.32; C 0.00; O -0.61; H 0.35; H 0.39; H 0.33; H 0.08; H 0.33; S 1.56; O 0.45; O -0.61; O -0.55; O 0.27; S 1.38; O -0.92; O -0.48; O -0.69; O -0.57; C -0.75; O -0.38; C -0.65; C -0.93; N 0.93; C -0.96; C 0.32; O -0.48; C -0.66; H 0.35; H 0.26; H 0.27; H 0.62; H 0.05; H 0.64; H 0.47; H -0.82; H 0.67; H 0.34; H -0.20; H 0.22; H 0.27; H 0.34; H 0.22; O -0.46; H 0.29; H 0.36; O -0.75; H 0.31; H 0.40; O -0.43; H 0.23; H 0.32; O -0.53; H 0.30; H 0.29; O -0.50; H 0.30; H 0.32; O -0.72; H 0.31; H 0.36; O -0.63; H 0.33; H 0.46; O -0.62; H 0.33; H 0.28; O -0.53; H 0.32; H 0.33

---

Respective lowest unoccupied orbital energy values: -2.6, -12.2 eV.
Respective DFT total energy values: -1859.32867, -2778.69892 hartree.